Arrangement A

The molecule C4H10N2, computed with wB97M-V/def2-TZVPD.

```
16
C4H10N2 wB97M-V/def2-TZVPD
H 1.7476 0.9214 1.0153
N 0.8863 1.4342 0.8190
C 0.0090 0.7611 0.1851
C -1.2221 1.4487 -0.3021
N 0.1093 -0.6016 -0.1278
C 1.2777 -1.2846 0.4027
C -0.9241 -1.3382 -0.8210
H -2.1252 0.9598 0.1251
H -1.3102 1.3754 -1.3943
H -1.2340 2.4860 0.0307
H 2.2575 -0.9872 -0.0729
H 1.3989 -1.0625 1.4935
H 1.1266 -2.3575 0.2749
H -1.2695 -0.8370 -1.7604
H -0.5404 -2.3436 -1.1394
H -1.8635 -1.5053 -0.1990
```

LUMO = 0.031 Eh
Structure (SMILES) = [H]/N=C(/C)N(C)C
HOMO energy = -8.550 eV
2S+1 = 1
HOMO-LUMO gap = 9.3871 eV

Atom charges from the Mulliken analysis, given in e for atoms 1 to 6:
1. H 0.238
2. N -0.769
3. C 0.795
4. C -1.102
5. N 0.148
6. C -1.228

***

Arrangement B

The molecule C4H10N2, computed with wB97M-V/def2-TZVPD.

```
16
C4H10N2 wB97M-V/def2-TZVPD
C 1.5751 0.8802 -1.1112
C 0.9056 0.2106 -0.1881
N 0.8000 0.6588 1.1421
C 0.0283 -1.0414 -0.3105
C -1.3216 -0.8301 0.2942
N -1.9847 0.5265 0.1495
H 1.9888 1.8532 -0.7239
H 1.9359 0.2625 -1.9768
H 1.0072 0.0115 1.8670
H 1.6255 1.2563 1.2604
H 0.4516 -1.9665 0.0456
H -0.1485 -1.1554 -1.4161
H -1.2962 -1.1112 1.4114
H -2.0965 -1.5183 -0.1071
H -1.4219 1.2492 0.5278
H -2.0487 0.7140 -0.8644
```

LUMO = 0.034 Eh
Structure (SMILES) = C=C(N)CCN
HOMO energy = -8.690 eV
2S+1 = 1
HOMO-LUMO gap = 9.6153 eV

Atom charges from the Mulliken analysis, given in e for atoms 1 to 6:
1. C -0.842
2. C 0.534
3. N -0.571
4. C -0.668
5. C -0.555
6. N -0.652

***

Arrangement C

The molecule C4H10N2, computed with wB97M-V/def2-TZVPD.

```
16
C4H10N2 wB97M-V/def2-TZVPD
C -2.2689 -0.0820 0.5057
C -1.0360 0.1222 -0.3615
N -0.6044 -1.0577 -1.1315
C 0.2346 -0.5439 -0.0465
C 1.5610 0.1340 -0.3251
N 2.0095 0.8978 0.8414
H -2.3169 -1.1059 0.8882
H -2.2923 0.6016 1.3494
H -3.2011 0.0823 -0.0585
H -0.9406 1.1041 -0.8150
H -0.2206 -0.7700 -2.0375
H 0.2617 -1.2098 0.8168
H 2.2688 -0.6300 -0.6449
H 1.4031 0.8262 -1.1598
H 2.8677 1.4102 0.6049
H 2.2743 0.2208 1.5739
```

LUMO = 0.040 Eh
Structure (SMILES) = C[C@@H]1N[C@H]1CN
HOMO energy = -9.458 eV
2S+1 = 1
HOMO-LUMO gap = 10.5509 eV

Atom charges from the Mulliken analysis, given in e for atoms 1 to 6:
1. C -1.285
2. C 0.171
3. N -0.713
4. C 0.059
5. C -0.607
6. N -0.608

***

Least stable structure: arrangement B

***

Arrangement A

A cluster of 2 separate species, CH3NOS2 in total, computed with wB97M-V/def2-TZVPD.

```
8
CH3NOS2 wB97M-V/def2-TZVPD
C 1.3325 0.2824 -0.5179
N 1.7963 -0.6056 0.1832
O -2.4119 -0.9821 -0.5325
S -2.6486 1.1930 1.3285
S -3.0734 -0.6403 0.7003
H 1.9662 1.0511 -0.8483
H 0.2223 0.3704 -0.6516
H 2.8168 -0.6690 0.3384
```

LUMO = -0.078 Eh
HOMO energy = -9.570 eV
2S+1 = 1
HOMO-LUMO gap = 7.4440 eV

Atom charges from the Mulliken analysis, given in e for atoms 1 to 6:
1. C -0.207
2. N -0.441
3. O -0.343
4. S -0.145
5. S 0.479
6. H 0.254

***

Arrangement B

A cluster of 2 separate species, CH3NOS2 in total, computed with wB97M-V/def2-TZVPD.

```
8
CH3NOS2 wB97M-V/def2-TZVPD
C -1.9005 1.1812 -0.1988
N -1.2478 0.2749 -0.1157
O 0.2728 -1.5771 0.6055
S 2.0387 0.7629 0.8244
S 1.8145 -1.0477 0.2962
H -2.4604 2.0705 -0.4521
H -0.2984 -0.8148 0.3923
H 1.7810 -0.8499 -1.3518
```

LUMO = 0.013 Eh
HOMO energy = -8.238 eV
2S+1 = 1
HOMO-LUMO gap = 8.5805 eV

Atom charges from the Mulliken analysis, given in e for atoms 1 to 6:
1. C -0.159
2. N -0.237
3. O -0.520
4. S -0.326
5. S 0.169
6. H 0.323

***

Least stable structure: arrangement B

***

Arrangement A

A cluster of 2 separate species, CH3NOS2 in total, computed with wB97M-V/def2-TZVPD.

```
8
CH3NOS2 wB97M-V/def2-TZVPD
C -1.2468 -0.5020 0.0745
N -0.5648 0.5077 -0.1746
O 2.1825 1.4293 0.5250
S 1.9759 -1.4933 0.0103
S 1.9197 0.3891 -0.4253
H -2.4336 -0.3947 0.1746
H -0.8275 -1.3923 0.1892
H -1.0053 1.4563 -0.3737
```

LUMO = -0.028 Eh
HOMO energy = -9.246 eV
2S+1 = 1
HOMO-LUMO gap = 8.4865 eV

Atom charges from the Mulliken analysis, given in e for atoms 1 to 6:
1. C -0.061
2. N -0.383
3. O -0.403
4. S -0.254
5. S 0.533
6. H 0.173

***

Arrangement B

A cluster of 2 separate species, CH3NOS2 in total, computed with wB97M-V/def2-TZVPD.

```
8
CH3NOS2 wB97M-V/def2-TZVPD
N -1.2595 1.1734 -1.2724
C -1.6173 0.4406 -0.3507
S -2.2491 -0.5359 0.6967
H -1.2986 2.1373 -1.2857
O 1.7876 -1.1922 1.3155
S 2.1643 -0.3194 -0.0838
H 1.5200 -2.0295 1.1361
H 0.9526 0.3256 -0.1557
```

LUMO = 0.015 Eh
Structure (SMILES) = N=C=S.OS
HOMO energy = -9.353 eV
2S+1 = 1
HOMO-LUMO gap = 9.7568 eV

Atom charges from the Mulliken analysis, given in e for atoms 1 to 6:
1. N -0.440
2. C 0.464
3. S -0.273
4. H 0.276
5. O -0.447
6. S -0.005

***

Least stable structure: arrangement A

***

Arrangement A

The ion CH2N2O3S2 with charge -2, computed with wB97M-V/def2-TZVPD.

```
10
CH2N2O3S2 wB97M-V/def2-TZVPD
N -1.2013 -1.0044 0.0529
S 0.4905 -1.0344 0.3703
O 1.1995 -1.9306 -0.5332
O 0.4023 -1.6574 1.7249
N 1.0100 0.7874 0.4111
C 0.2962 1.5062 -0.4456
O -0.6140 1.1185 -1.2426
S 0.9865 3.1340 -0.4324
H -1.4622 -0.4911 0.8965
H -1.1075 -0.4283 -0.8019
```

LUMO = 0.224 Eh
Structure (SMILES) = N[S@](=O)([O-])=NC([O-])=S
HOMO energy = 0.597 eV
Net charge = -2
2S+1 = 1
HOMO-LUMO gap = 5.5079 eV

Atom charges from the Mulliken analysis, given in e for atoms 1 to 6:
1. N -0.756
2. S 0.918
3. O -0.661
4. O -0.702
5. N -0.446
6. C 0.390

***

Arrangement B

A cluster of 3 separate species, CH2N2O3S2 in total, computed with wB97M-V/def2-TZVPD.

```
10
CH2N2O3S2 wB97M-V/def2-TZVPD
C -8.8166 0.6516 0.9232
N -9.3904 0.0085 0.1013
N -1.8944 1.7352 -0.9451
O -8.4416 1.1536 1.9283
O -0.2579 -0.7294 1.0845
O -0.3942 0.1889 -2.1627
S -9.0814 -0.7794 -1.3399
S -1.5747 0.2410 -1.3267
H -2.8163 1.5675 -0.4745
H 0.3363 -0.3885 0.3374
```

LUMO = 0.204 Eh
HOMO energy = -0.990 eV
Net charge = -2
2S+1 = 1
HOMO-LUMO gap = 6.5379 eV

Atom charges from the Mulliken analysis, given in e for atoms 1 to 6:
1. C 0.457
2. N -0.239
3. N -0.456
4. O -0.575
5. O -1.011
6. O -0.475

***

Least stable structure: arrangement B